The following is a DFT calculation (ωB97M-V with the def2-TZVPD basis set) of a 2-piece molecular cluster, C12H23O8S2 overall in a non-equilibrium geometry.

Last column: Löwdin charge in e.
Cartesian coordinates (Å):
S 0.9065 1.1858 -0.7142  0.66
H 1.8932 -2.4179 -1.9328  0.11
O -2.1196 0.7892 4.2921  -0.31
O 0.0410 -0.0979 -0.7828  -0.45
O -1.6103 -4.0948 -2.9856  -0.06
O 0.2043 2.4661 -1.2534  -0.47
H -1.9528 1.9249 6.6617  0.07
H -3.1610 -1.7123 -0.9764  0.12
H -0.2699 1.3639 2.2174  0.04
H 1.2139 -3.3091 -3.9356  0.11
C -1.2365 1.8495 2.0660  -0.14
C 0.9936 -2.2825 -4.4585  -0.17
H -1.1128 2.8221 1.5865  0.08
C 2.5932 1.0074 -1.5807  -0.27
C -1.0749 3.5832 5.5783  -0.29
H 2.8545 -0.8741 -0.3201  0.12
C -1.1004 2.6057 6.7388  -0.09
H -1.1786 3.1376 7.6912  0.07
H 0.9010 -0.2422 -3.4135  0.11
O 1.2481 1.5113 0.9599  -0.54
H 3.3222 1.7171 -0.9568  0.11
C -0.6357 -1.9897 -4.6338  -0.19
H -0.6967 -1.0279 -5.3376  0.14
C 2.5849 -1.6193 -2.4574  -0.22
H -1.1361 -2.8603 -5.2377  0.13
C 3.1820 -0.5116 -1.4094  -0.23
H -1.8820 1.2110 1.4604  0.08
H -0.2637 4.3024 5.7354  0.12
C -2.3033 -2.5375 -1.0589  -0.05
H -0.1948 1.9908 6.7470  0.08
H 4.3672 -0.5279 -1.3929  0.11
C -1.6817 -2.8207 -2.5851  -0.25
S -2.0186 2.0798 3.6432  0.63
H -1.7523 -2.6744 1.1761  0.08
H 2.6000 1.4284 -2.6723  0.10
H -1.5541 -4.4302 0.0852  0.07
O -1.3110 -1.6337 -3.3761  -0.09
C -1.8393 -3.2974 0.1664  0.00
H 1.4303 -2.3031 -5.5672  0.11
H -2.0076 4.1557 5.5218  0.11
H 3.4994 -2.2296 -2.9193  0.11
O -0.8146 2.9229 4.3477  -0.26
O -3.1640 2.9478 3.4726  -0.31
H 2.5011 -0.5019 -4.4722  0.12
C 1.7359 -1.0068 -3.7175  -0.22

Summary:
HOMO in hartree: -0.1939
Orbital gap in eV: 7.69
Calculated total energy in eV: -50860.9431
Net charge: -1